92
Properties=species:S:1:pos:R:3:forces:R:3:mulliken_charge:R:1 method="wB97M-V/def2-TZVPD" e_tot_ha=-2497.916693 homo_ev=-9.3 smiles="CCOCCCCCc1c(S(=O)(=O)F)cc2c(c1COCCOCC)C(=O)C=CC2=O.COCCOC.COCCOC"
C 9.40744 -3.39065 3.49335 -0.5816 0.3050 -0.9075 -1.021
C 9.42822 -3.60382 1.91440 0.7462 0.1586 2.1698 -0.270
O 8.06479 -3.69878 1.51156 0.2549 0.1811 -0.8577 -0.331
C 7.87926 -3.40856 0.12084 1.1011 0.4276 -1.4300 -0.799
C 7.11229 -2.07187 -0.16002 -0.4075 -0.2891 0.8086 -0.506
C 5.53308 -2.18716 0.03782 1.2242 1.2431 0.9473 -0.648
C 5.04169 -0.71485 0.40080 0.4566 -0.1462 -1.5562 -0.368
C 3.62872 -0.33618 -0.20232 -0.2369 0.8178 0.4736 -1.392
C 2.88737 0.62634 0.78972 -0.4594 1.4087 0.5338 -0.222
C 3.47124 1.95527 1.04410 -2.2038 0.7701 1.1207 0.521
S 5.00551 2.54822 0.25343 2.1747 -0.9041 -0.4760 1.156
O 6.13887 2.11147 1.04349 -1.5975 1.1053 -0.3476 -0.547
O 5.08157 2.24536 -1.15683 -0.8833 0.7463 1.2973 -0.567
F 4.97246 4.19407 0.36876 -0.5586 -2.1080 0.1051 -0.278
C 2.83624 2.94631 1.94168 -0.6745 -2.4830 -0.5641 -0.945
C 1.61286 2.54236 2.57515 -0.0469 -0.4710 -0.1023 0.430
C 0.97731 1.21044 2.39130 2.2583 0.9652 -1.0354 0.646
C 1.61516 0.27651 1.47732 0.7628 1.0227 0.6484 0.652
C 1.00018 -1.10203 1.13561 0.1561 -0.5248 -1.3370 -0.879
O 0.12295 -1.69588 2.07280 -0.2304 0.4979 -0.7125 -0.430
C -1.24793 -1.63390 1.66444 -0.8315 -0.3051 0.9116 0.057
C -1.67587 -2.70840 0.60338 0.4844 1.4974 -0.8534 -0.681
O -3.10586 -2.64669 0.50804 0.7714 -1.0330 0.7365 -0.225
C -3.75088 -3.73891 1.17468 -1.8155 -0.2906 0.0978 -0.310
C -4.82130 -3.29501 2.23838 0.1207 -0.4987 0.3724 -1.015
C -0.32627 1.00639 3.20190 -1.3187 1.2285 0.1045 0.567
O -0.62322 0.10912 3.94588 0.6923 0.0248 -0.4798 -0.531
C -1.31406 2.23519 3.14657 2.0301 0.5905 -0.2979 -0.225
C -0.71240 3.43999 3.32098 -0.2934 -0.0227 -0.3040 -0.553
C 0.84494 3.56443 3.49574 -0.9741 -1.4837 -0.9966 -0.183
O 1.38017 4.32297 4.25575 -0.1392 -0.0168 -0.4891 -0.502
H 10.32513 -2.87207 3.86502 -0.6590 -0.5894 -0.3489 0.328
H 9.26338 -4.37066 4.00658 0.0976 0.8658 -0.2774 0.254
H 8.52026 -2.72110 3.68250 0.9263 -0.7155 0.0692 0.272
H 9.98414 -2.74081 1.46570 -0.7311 -0.5815 0.0344 0.353
H 10.02935 -4.53477 1.73910 -0.6865 0.5917 -0.3758 0.259
H 8.91353 -3.28057 -0.32212 -1.0419 -0.1800 0.2440 0.370
H 7.42595 -4.26908 -0.45166 0.1844 0.6802 0.8908 0.324
H 7.37931 -1.65723 -1.16958 -0.3448 -0.5437 0.7854 0.378
H 7.48016 -1.31222 0.58913 -0.2552 -0.7614 -0.6774 0.308
H 5.38973 -2.79921 0.96411 -0.1923 0.0404 -1.0885 0.223
H 5.04599 -2.60322 -0.87636 0.2423 0.2319 0.8703 0.405
H 5.78725 -0.03268 -0.09743 -0.8015 -0.6178 0.6322 0.317
H 5.12646 -0.50645 1.49523 -0.2568 -0.3599 -0.8527 0.430
H 3.04160 -1.24223 -0.47915 0.3585 0.7897 0.4980 0.567
H 3.74098 0.25857 -1.15433 0.0947 -0.7337 0.9159 0.462
H 3.28148 3.95691 2.10690 -0.5421 -1.0990 -0.1217 0.475
H 1.80613 -1.85714 0.90677 -0.6584 0.9195 0.4820 0.324
H 0.44000 -0.98522 0.15612 0.6751 0.0534 0.8095 0.305
H -1.53946 -0.60315 1.30120 0.3645 -0.9786 0.1185 0.278
H -1.85660 -1.79256 2.60118 0.6671 0.0538 -0.9079 0.186
H -1.28977 -2.35421 -0.39897 -0.3193 -0.5595 0.8750 0.135
H -1.26608 -3.73416 0.77221 -0.4264 0.8106 0.2033 0.330
H -4.32793 -4.29433 0.37590 0.7145 0.3054 0.7993 0.263
H -3.05938 -4.45767 1.68121 -0.2073 0.7495 -0.5709 0.342
H -5.24321 -4.23991 2.69323 0.3846 0.8920 -0.5168 0.365
H -4.38760 -2.72136 3.10118 -0.2627 -0.3518 -0.9416 0.249
H -5.68861 -2.73699 1.80841 0.8756 -0.3142 0.1916 0.234
H -2.40695 2.10263 3.00427 0.9609 -0.0627 0.2301 0.314
H -1.31618 4.38466 3.29536 0.7802 -0.9006 0.3656 0.346
C -4.68491 0.67880 0.36546 0.1888 -0.0693 0.0296 -0.818
O -4.11642 1.97727 0.46300 -0.2290 -0.0526 -0.0398 -0.223
C -4.30003 2.74287 -0.72482 0.1459 0.2156 0.2948 -0.233
C -5.44349 3.73333 -0.57548 -0.1122 -0.2486 -0.3963 -0.677
O -6.69605 3.06818 -0.45158 0.1767 0.0021 0.2665 -0.371
C -7.15071 3.00866 0.89093 -0.1135 -0.0045 -0.1013 -0.704
H -4.73889 0.25377 1.36875 0.0821 0.0505 -0.0160 0.226
H -5.69170 0.70180 -0.05788 0.0158 0.0556 -0.0213 0.426
H -4.04321 0.03907 -0.24959 -0.1091 -0.0899 -0.0017 0.283
H -4.45678 2.08983 -1.58874 -0.0725 0.0495 0.0166 0.105
H -3.37273 3.30100 -0.89086 -0.0183 0.0183 -0.0378 0.388
H -5.49627 4.34537 -1.48159 0.0455 0.0188 0.0134 0.453
H -5.27271 4.40387 0.27319 0.0232 -0.0721 0.0255 0.331
H -7.53857 3.98569 1.19709 0.0221 -0.0067 0.1098 0.328
H -6.35880 2.69726 1.57665 0.0136 0.0281 -0.0279 0.257
H -7.96039 2.27986 0.94220 0.0178 0.0518 -0.0854 0.247
C -5.15907 2.63647 -4.72776 -0.0287 0.0973 0.1674 -0.933
O -4.61975 1.51530 -4.04433 -0.1027 -0.0047 -0.2971 -0.221
C -5.20306 0.28750 -4.46856 0.3930 -0.0923 0.3016 -0.461
C -4.29785 -0.45082 -5.44143 -0.4143 0.0219 -0.2785 -0.648
O -4.16510 0.25717 -6.66865 0.1755 0.1225 0.2561 -0.379
C -2.94317 0.97363 -6.75509 -0.0482 -0.0304 -0.1360 -0.680
H -4.50355 3.49019 -4.55105 0.0133 -0.0762 0.0616 0.250
H -5.22768 2.46601 -5.80422 0.0059 -0.0424 0.0168 0.474
H -6.15271 2.87093 -4.33034 -0.0249 0.0334 -0.0890 0.294
H -6.19234 0.45677 -4.90482 0.0654 0.0053 -0.0711 0.373
H -5.33245 -0.32981 -3.57362 -0.0264 -0.0251 -0.0248 0.359
H -4.75392 -1.41712 -5.67866 0.0100 -0.0095 0.0497 0.380
H -3.31724 -0.64309 -4.99429 -0.0314 0.0810 0.0431 0.338
H -2.11960 0.28263 -6.96200 0.0795 0.0561 0.0486 0.325
H -2.73185 1.53236 -5.84003 -0.0113 -0.0411 0.0085 0.265
H -3.02262 1.67979 -7.58224 -0.0536 -0.0905 -0.0015 0.246


23
Properties=species:S:1:pos:R:3:forces:R:3:nbo_charge:R:1 method="wB97M-V/def2-TZVPD" e_tot_ha=-934.781508 homo_ev=-9.0
C -0.85159 2.02242 -1.20044 1.4430 3.0650 -0.8136 -0.649
C -1.13717 1.09702 0.02978 -2.0002 0.8640 1.4966 -0.419
C -0.27441 -1.45780 -0.59499 0.3345 1.3492 2.3494 -0.032
C 0.90798 -0.51181 -0.63462 1.3580 -0.2423 -0.3013 0.009
C 1.19219 0.39396 0.52767 1.0042 -1.2107 2.6310 0.028
C -0.07711 0.87821 1.17875 0.5809 2.8403 -1.9828 0.111
H -1.84009 2.33247 -1.67967 1.2836 -0.8053 0.5909 0.236
H -0.41676 3.04966 -0.84771 -0.7367 -1.6230 -0.2813 0.211
H -0.05915 1.79575 -2.09985 -2.1792 -0.2533 2.5096 0.238
H -2.02486 1.55880 0.65744 1.3654 -0.5030 -1.6249 0.234
H -0.44172 -1.81109 -1.56881 0.5581 -2.0076 -0.9044 0.221
H 0.04970 -1.81120 1.36322 -0.9792 -1.7104 -2.9857 0.496
H 0.80194 0.22547 -1.39048 -1.0876 0.1942 -1.0840 0.189
H 2.55264 -0.12395 -1.44742 -0.5512 -5.1552 2.1832 0.474
H 1.71678 -0.19366 1.35470 -0.3003 0.5044 -1.0363 0.184
H 1.76015 2.33312 0.98319 1.6186 -3.8108 -4.2548 0.454
H 0.10981 2.03932 1.45741 -0.2557 -2.2461 0.4533 0.143
H -1.36150 -0.03094 2.33682 1.4296 -0.1462 -0.0677 0.494
O -0.19920 -2.37459 0.49238 0.7586 1.7228 1.4078 -0.713
O 2.17867 -1.13646 -0.95985 0.9551 4.8029 -2.5285 -0.687
O 2.05270 1.42452 0.06710 -1.8828 3.9343 4.1837 -0.703
O -0.36850 -0.02557 2.21818 -2.1437 0.9357 -0.4060 -0.708
S -1.79473 -0.43743 -0.59365 -0.5729 -0.4990 0.4660 0.187


Relative energy (zero: lowest compared OMol25 entry of this formula, charge and spin) values (in kcal/mol) by entry order: 0.0, 116.7.
E_LUMO values (in eV) by entry order: -1.09, -0.05.
Gap between HOMO and LUMO values (in eV) by entry order: 8.239, 8.995.